# C5H6N2O

An isolated molecule of C5H6N2O (ωB97M-V with the def2-TZVPD basis set, the OMol25 dataset).

Geometry (Å):
1 C 0.9783 1.8986 0.0021
2 C 0.1208 0.6494 -0.0951
3 C -1.1073 0.2757 0.1480
4 C -1.3000 -1.1613 -0.2025
5 C 0.7502 -0.6094 -0.5162
6 H 2.7107 0.9771 0.8204
7 H 1.7695 1.4987 1.9818
8 H 1.6572 2.0691 -0.8489
9 H 0.3974 2.7759 0.0740
10 H -2.1301 0.7088 0.2805
11 H 1.9099 -0.5545 -0.5000
12 N 2.1168 1.8053 0.9959
13 N 0.0560 -1.6987 -0.5115
14 O -2.2720 -1.8173 -0.1521

Summary:
**Energy**: -378.79682 Eh
**ΔE to the lowest compared entry with this formula, charge and spin**: 46.5 kcal/mol
**Charge**: 0
**HOMO-LUMO gap**: 9.08 eV
**Structure (SMILES)**: NCC1=CC(=O)N=C1

Atomic partial charges in e from the Mulliken method, atoms 1 to 4: -0.97, 0.83, -0.54, 0.52

# C5H6N2O

A structure of composition C5H6N2O (ωB97M-V with the def2-TZVPD basis set, the OMol25 dataset).

Geometry (Å):
1 C 1.2806 -0.1976 -0.0077
2 C 1.0760 1.3210 -0.1275
3 C -0.3056 0.9775 0.4810
4 C -1.5733 0.8081 -0.3696
5 C -1.8122 -0.7053 -0.3004
6 H 1.0640 1.6819 -1.1476
7 H 1.7394 1.9981 0.4139
8 H -0.5182 1.4827 1.4339
9 H -1.3816 1.1963 -1.3933
10 H -2.3845 1.4375 0.0311
11 H -2.6696 -1.1693 -0.7514
12 N -0.8414 -1.3727 0.2241
13 N 0.0746 -0.4424 0.6888
14 O 2.1906 -0.8931 -0.3790

Summary:
**Energy**: -378.81186 Eh
**ΔE to the lowest compared entry with this formula, charge and spin**: 37.1 kcal/mol
**Charge**: 0
**HOMO-LUMO gap**: 10.13 eV

Atomic partial charges in e from the Mulliken method, atoms 1 to 4: 0.38, -0.56, 0.10, -0.72

# C5H6N2O

An isolated molecule of C5H6N2O (ωB97M-V with the def2-TZVPD basis set, the OMol25 dataset).

Geometry (Å):
1 C 0.4370 -1.7666 0.1097
2 C 1.4885 -0.9144 0.0055
3 C -0.8038 -1.0887 -0.1326
4 C 1.0283 0.5231 -0.0716
5 C -0.4456 0.4386 -0.0960
6 N -1.3976 1.2676 0.7058
7 N -1.2491 1.4837 -0.7166
8 O -1.9317 -1.5301 -0.0881
9 H 0.3728 -2.8925 0.3935
10 H 2.5964 -1.0058 0.0976
11 H 1.4874 1.3789 0.5408
12 H 1.3989 0.9540 -1.0556
13 H -2.2376 0.7330 0.9693
14 H -0.7440 2.4192 -0.6617

Summary:
**Energy**: -378.76041 Eh
**ΔE to the lowest compared entry with this formula, charge and spin**: 69.4 kcal/mol
**Charge**: 0
**HOMO-LUMO gap**: 9.52 eV
**Structure (SMILES)**: O=C1C=CCC12NN2

Atomic partial charges in e from the Mulliken method, atoms 1 to 4: -0.54, -0.33, 0.47, -0.48

# C5H6N2O

An isolated molecule of C5H6N2O (ωB97M-V with the def2-TZVPD basis set, the OMol25 dataset).

Geometry (Å):
1 C -1.7606 0.8703 -0.3737
2 C -1.3102 2.0424 0.1051
3 C -0.7034 -0.0991 -0.2133
4 C 0.3156 0.6901 0.1506
5 C 2.1803 0.5931 0.4077
6 N 2.8361 0.3689 -0.6028
7 N -0.7175 -1.4496 -0.3908
8 O -0.0043 2.0177 0.3374
9 H -2.7824 0.7529 -0.6234
10 H -1.8101 2.9569 0.1821
11 H 2.1768 1.0121 1.4247
12 H 3.8224 0.5520 -0.7329
13 H -1.6026 -1.7366 -0.4558
14 H 0.0844 -1.9997 -0.3690

Summary:
**Energy**: -378.74435 Eh
**ΔE to the lowest compared entry with this formula, charge and spin**: 79.4 kcal/mol
**Charge**: 0
**HOMO-LUMO gap**: 8.67 eV
**Structure (SMILES)**: [H]/N=C/c1occc1N

Atomic partial charges in e from the Mulliken method, atoms 1 to 4: -0.57, -0.44, 0.75, -0.15

# C5H6N2O

An isolated molecule of C5H6N2O (ωB97M-V with the def2-TZVPD basis set, the OMol25 dataset).

Geometry (Å):
1 C 0.3844 -1.4489 -0.1273
2 C 0.6990 0.0109 -0.1789
3 C 1.3825 0.5564 -1.2241
4 C -1.1177 0.9160 1.1291
5 C -1.9708 0.6190 -0.0588
6 H 0.8492 -2.0418 -0.8459
7 H 0.7968 -1.9668 0.7508
8 H -0.7130 -1.7091 -0.0978
9 H 1.4764 1.6299 -1.2871
10 H 1.7894 -0.1859 -1.9768
11 H 0.7354 1.0078 1.7435
12 N 0.2354 0.7856 0.8863
13 N -2.8357 0.4679 -0.8210
14 O -1.7114 1.3590 2.1079

Summary:
**Energy**: -378.82895 Eh
**ΔE to the lowest compared entry with this formula, charge and spin**: 26.4 kcal/mol
**Charge**: 0
**HOMO-LUMO gap**: 10.52 eV
**Structure (SMILES)**: C=C(C)NC(=O)C#N

Atomic partial charges in e from the Mulliken method, atoms 1 to 4: -1.09, 0.44, -0.83, 0.51

# C5H6N2O2

A cluster of 2 separate species, C5H6N2O2 in total (ωB97M-V with the def2-TZVPD basis set, the OMol25 dataset).

Geometry (Å):
1 C -1.3374 -1.3524 -1.0631
2 C -1.1565 -0.1180 -0.8663
3 C 1.0569 -0.0587 1.1250
4 C 0.4917 -0.2285 2.1610
5 C 2.1898 0.0099 0.1700
6 N -1.4692 -2.5121 -1.3805
7 N -0.9783 1.1268 -0.7193
8 O 0.0096 1.7771 -1.1256
9 O -1.7238 1.8288 0.2289
10 H -1.4887 2.7856 -0.0343
11 H -2.3851 -2.9575 -1.2280
12 H -0.3109 -0.4048 2.8813
13 H 1.5926 -0.1864 -0.8295
14 H 2.5188 1.0581 0.1827
15 H 2.9906 -0.7681 0.4977

Summary:
**Energy**: -453.81122 Eh
**ΔE to the lowest compared entry with this formula, charge and spin**: 202.7 kcal/mol
**Charge**: 0
**HOMO-LUMO gap (spin up / spin down)**: 8.52 / 8.52 eV
**Structure (SMILES)**: N=C=C=[N+]([O-])O.C#CC

Atomic partial charges in e from the Mulliken method, atoms 1 to 4: 0.36, -0.16, -0.30, -0.09

# C5H6N2O2

An isolated molecule of C5H6N2O2 (ωB97M-V with the def2-TZVPD basis set, the OMol25 dataset).

Geometry (Å):
1 C 1.0693 -0.6741 0.7229
2 C -0.2177 -0.2952 1.2784
3 C -0.9529 0.9263 0.6889
4 C 0.4893 -0.1968 -1.7938
5 C 1.4317 -0.8198 -0.7608
6 H 0.0071 -0.1189 2.4158
7 H -0.7488 -1.2393 1.1409
8 H -0.2894 1.8387 0.8035
9 H -1.8279 1.0619 1.3232
10 H -1.9973 1.5066 -0.9825
11 H 0.8823 -0.4730 -2.7844
12 N -1.4609 0.7008 -0.6488
13 N -0.6734 0.4243 -1.7715
14 O 1.9637 -1.0760 1.4363
15 O 2.3249 -1.5655 -1.0680

Summary:
**Energy**: -454.02863 Eh
**ΔE to the lowest compared entry with this formula, charge and spin**: 66.2 kcal/mol
**Charge**: 0
**HOMO-LUMO gap**: 8.84 eV
**Structure (SMILES)**: O=C1C=NNCCC1=O

Atomic partial charges in e from the Mulliken method, atoms 1 to 4: 0.35, -0.49, -0.45, -0.20

# C5H6N2O2S

A cluster of 2 separate species, C5H6N2O2S in total (ωB97M-V with the def2-TZVPD basis set, the OMol25 dataset).

Geometry (Å):
1 C -2.0881 -0.6722 1.2299
2 C -3.5606 -0.1454 -0.6080
3 C 1.4589 -0.1033 -0.3343
4 C 0.9833 0.7765 0.8172
5 C -3.1973 0.0008 0.7588
6 N -1.1713 -1.2941 1.5622
7 N -4.0086 -0.2510 -1.6466
8 O -0.5458 1.3827 -1.3543
9 O -0.7635 3.0713 0.5105
10 S -0.5994 1.6918 0.0761
11 H 0.5850 -0.4594 -0.7870
12 H 1.9307 0.5730 -1.0238
13 H 1.9229 -1.0387 -0.0708
14 H 1.5340 1.5380 1.1667
15 H 0.6041 0.0824 1.6583
16 H -3.7365 0.9107 1.2876

Summary:
**Energy**: -852.13390 Eh
**ΔE to the lowest compared entry with this formula, charge and spin**: 137.3 kcal/mol
**Charge**: 0
**HOMO-LUMO gap (spin up / spin down)**: 6.30 / 8.47 eV

Atomic partial charges in e from the Mulliken method, atoms 1 to 4: 0.53, 0.44, -1.05, -0.60

# C5H6N2O3

An isolated molecule of C5H6N2O3 (ωB97M-V with the def2-TZVPD basis set, the OMol25 dataset).

Geometry (Å):
1 O 1.8454 -1.7173 0.2234
2 C 1.0444 -0.8156 0.1975
3 C 1.5465 0.6375 0.3584
4 N 2.1126 1.1529 -0.7338
5 C -0.4369 -1.0538 -0.0575
6 C -1.3967 -0.5360 1.0431
7 O -2.2240 0.4090 0.3415
8 C -1.8139 0.4160 -0.9276
9 N -0.8543 -0.3423 -1.2720
10 H -0.5413 -2.1363 -0.2074
11 H -2.0377 -1.3316 1.4380
12 H -0.8977 -0.0185 1.8693
13 H -2.3367 1.1124 -1.5842
14 O 1.2386 1.3463 1.3134
15 H 2.9689 0.7474 -1.0893
16 H 1.7829 2.1298 -0.9127

Summary:
**Energy**: -529.33329 Eh
**ΔE to the lowest compared entry with this formula, charge and spin**: 23.5 kcal/mol
**Charge**: 0
**HOMO-LUMO gap**: 10.17 eV
**Structure (SMILES)**: NC(=O)C(=O)[C@H]1COC=N1

Atomic partial charges in e from the Mulliken method, atoms 1 to 4: -0.56, 0.22, 0.40, -0.40

What is the formula in the third record?
C5H6N2O